{"formula": "C10H21INO2P2PmS", "method": "ωB97M-V/def2-TZVPD", "multiplicity": 5, "de_lowest_kcal_mol": 0.00, "lumo_energy_ha": [-0.2968, -0.2959], "max_force_ev_per_a": 5.38, "charge": 2, "species": ["C", "C", "H", "H", "H", "O", "I", "Pm", "P", "C", "C", "H", "H", "H", "H", "H", "H", "C", "H", "H", "H", "P", "C", "C", "H", "H", "H", "C", "H", "H", "H", "H", "H", "H", "C", "O", "S", "C", "N"], "positions_angstrom": [[-4.975, 1.362, -3.502], [-3.989, 0.315, -3.261], [-5.710, 1.092, -4.299], [-4.429, 2.284, -3.775], [-5.496, 1.562, -2.548], [-3.601, -0.746, -3.547], [-2.177, 1.250, -1.152], [0.180, 0.475, 0.432], [-0.882, -1.291, 2.394], [-0.725, -2.981, 3.054], [-0.870, -0.387, 4.003], [-1.626, -0.838, 4.657], [-3.205, -1.549, 2.946], [-1.096, 0.675, 3.849], [-2.990, -0.277, 1.676], [0.265, -3.114, 3.507], [0.137, -0.454, 4.436], [-2.680, -1.272, 2.023], [-1.501, -3.168, 3.811], [-2.889, -1.986, 1.215], [-0.815, -3.727, 2.255], [2.357, 0.895, -1.351], [3.764, 0.049, -2.140], [1.530, 1.573, -2.844], [2.554, 3.136, -0.366], [3.804, 2.824, -1.616], [3.934, 2.105, 0.049], [3.258, 2.397, -0.766], [0.673, 2.199, -2.557], [2.279, 2.158, -3.393], [4.259, 0.722, -2.856], [3.436, -0.855, -2.664], [1.147, 0.743, -3.452], [4.486, -0.264, -1.376], [1.104, -1.728, -0.054], [1.683, -2.720, -0.131], [4.067, -0.893, 2.990], [2.835, -0.106, 2.386], [1.905, 0.542, 1.963]], "atomic_forces_ev_per_a": [[-0.035, 1.183, 0.659], [0.550, -4.816, -2.332], [0.798, -0.305, 0.512], [-0.213, -0.318, 0.093], [0.175, -0.061, -0.347], [-1.055, 4.341, 1.624], [-0.894, 0.198, -0.656], [1.161, 1.154, 1.620], [-1.141, -0.573, 1.405], [0.595, -0.489, -0.385], [0.419, 0.353, -0.522], [0.238, 0.128, -0.115], [-0.080, 0.075, -0.353], [-0.026, -0.144, 0.158], [-0.097, -0.238, 0.228], [-0.199, 0.041, -0.018], [-0.318, -0.016, 0.003], [0.158, 0.143, -0.320], [0.218, 0.199, -0.266], [-0.076, 0.100, 0.280], [-0.055, 0.101, 0.141], [1.124, 0.929, -1.218], [0.087, -0.831, 0.203], [-0.291, -0.162, 0.201], [0.194, 0.004, -0.095], [-0.090, -0.096, 0.260], [-0.079, 0.145, -0.272], [-0.486, -0.253, 0.532], [0.276, 0.015, -0.205], [-0.350, -0.108, -0.039], [-0.254, -0.119, 0.281], [0.052, 0.174, 0.017], [0.161, 0.261, 0.006], [-0.092, 0.114, -0.142], [2.524, -4.482, -0.345], [-1.996, 3.368, 0.219], [-0.529, 0.199, -0.340], [0.046, 0.392, 0.268], [-0.417, -0.606, -0.740]], "lowdin_charge": [0.009, -0.229, 0.151, 0.126, 0.127, 0.258, 0.317, 0.891, 0.701, -0.246, -0.246, 0.065, 0.062, 0.049, 0.003, 0.063, 0.057, -0.286, 0.071, 0.055, 0.056, 0.701, -0.246, -0.286, 0.049, 0.065, 0.057, -0.246, 0.003, 0.062, 0.071, 0.056, 0.056, 0.063, -0.155, 0.157, 0.724, -0.994, -0.195]}